1.
# C12H46N16O11

A cluster of 11 separate species, C12H46N16O11 in total in a non-equilibrium geometry (ωB97M-V/def2-TZVPD, the Open Molecules 2025 dataset).

Structure (XYZ):
```
85
Properties=species:S:1:pos:R:3:forces:R:3:lowdin_charge:R:1
C 1.34004 2.63022 2.30861 -0.39 0.23 0.26 -0.053
C 2.55633 2.51990 1.33678 -0.21 1.32 2.43 -0.324
O 2.19659 1.76319 0.26534 -0.39 -1.50 -2.10 -0.131
H 0.82367 1.64938 2.52555 0.56 1.05 -0.23 0.058
H 0.64302 3.32341 1.73578 0.52 -1.12 0.96 0.052
H 1.56631 3.13688 3.29397 -0.02 -0.60 -1.10 0.093
H 3.53213 2.17796 1.75424 -0.79 0.16 0.06 0.127
H 2.61065 3.52923 1.01480 0.97 1.07 -0.30 0.091
H 2.15443 2.25869 -0.55728 -0.21 0.33 0.10 0.072
C -0.56663 0.11928 -0.22462 2.41 -7.97 -0.07 -0.626
O -0.35895 -1.16147 0.14484 -0.48 5.35 -1.26 -0.089
N -1.25024 0.92172 0.47699 -2.35 2.37 5.34 0.174
N -0.22173 0.63599 -1.35495 2.71 0.26 -3.65 0.157
H -1.25911 0.50432 1.46651 -0.35 1.49 -0.44 0.126
H -1.12141 1.92363 0.26021 -0.16 -0.96 1.12 0.108
H 0.55904 0.20865 -1.91676 -0.65 0.53 0.95 0.132
H -0.53595 1.60304 -1.53700 0.69 -1.15 0.13 0.058
C 3.63127 1.58070 -4.39888 -1.87 -5.55 -3.19 -0.644
O 3.24718 0.51055 -5.13859 1.72 5.14 3.16 -0.104
N 3.43856 1.62479 -3.09450 -0.88 1.21 3.46 0.135
N 4.29867 2.61830 -4.87098 0.54 1.19 -3.98 0.134
H 2.89627 0.87429 -2.64534 0.34 0.07 -0.81 0.036
H 3.46655 2.51584 -2.53643 0.21 -1.26 -1.35 0.123
H 4.26459 2.72432 -5.92867 0.31 -0.07 2.26 0.153
H 4.53447 3.40090 -4.28931 -0.02 0.06 -0.14 0.095
C -0.26800 3.89477 -0.88354 5.14 3.97 2.48 -0.700
O 0.98598 4.15091 -0.97355 -3.06 -1.36 -0.11 -0.006
N -0.95864 4.35733 0.16105 -2.85 1.47 3.03 0.137
N -0.94611 3.21599 -1.75210 -0.51 -1.88 -4.64 0.143
H -0.50290 5.01016 0.87752 -0.84 -1.56 -1.84 0.163
H -2.04173 4.25369 0.26011 2.95 0.30 -0.38 0.172
H -0.41740 3.10217 -2.63339 -0.41 0.13 0.61 0.169
H -1.91392 3.34875 -1.93729 -0.78 0.32 0.27 0.137
C -0.37237 -0.82345 3.66593 -4.17 3.46 -0.61 -0.558
O -1.34507 0.14590 3.38673 4.47 -3.89 0.70 -0.167
N 0.34211 -0.82632 4.77433 0.79 1.57 2.33 0.171
N -0.09981 -1.85099 2.91299 -0.76 -1.20 -2.33 0.178
H 0.21028 -0.06724 5.45502 0.24 -0.75 -0.69 0.134
H 1.16680 -1.42717 4.84045 -0.65 0.50 0.15 0.131
H -0.60201 -1.97297 2.03390 0.10 -0.08 0.12 0.085
H 0.54495 -2.59787 3.15119 -0.32 0.13 0.14 0.150
C 3.12938 -1.31187 0.96439 -1.06 -8.06 -0.67 -0.541
O 3.12021 -2.73359 0.92567 0.53 7.53 0.71 -0.144
N 4.06370 -0.66187 0.26898 3.07 -0.93 -2.00 0.130
N 2.13102 -0.60905 1.46211 -1.64 1.09 1.03 0.178
H 4.86219 -1.22298 -0.13793 -1.64 0.63 1.00 0.163
H 4.30997 0.28998 0.40102 -0.25 0.77 0.41 0.086
H 1.35081 -1.13989 1.90825 1.21 0.61 -0.96 0.067
H 1.88331 0.34524 1.05655 0.73 -2.06 0.57 0.075
C -3.00992 -2.72028 1.37075 2.66 -6.87 0.90 -0.651
O -2.41134 -3.96561 1.35820 -2.73 5.40 0.28 -0.118
N -3.43458 -2.10697 2.43257 -0.32 -1.04 4.94 0.157
N -3.30114 -2.04249 0.35575 -1.51 4.25 -6.51 0.162
H -3.48579 -2.72429 3.26020 0.04 1.17 -0.53 0.140
H -3.74024 -1.12135 2.41964 0.11 -1.27 0.44 0.049
H -2.88131 -2.19492 -0.59801 -0.82 -0.19 1.51 0.065
H -3.82104 -1.07340 0.43064 1.32 -3.02 0.00 0.116
C -2.18612 -1.68917 -2.96715 -4.23 -5.73 -3.77 -0.589
O -3.01526 -2.44810 -3.78711 4.05 4.19 3.71 -0.144
N -1.79362 -2.26247 -1.81230 -0.44 -2.38 -1.28 0.118
N -1.72423 -0.50346 -3.26515 -1.61 2.96 -3.84 0.140
H -1.94008 -3.28641 -1.90068 0.19 1.02 0.40 0.153
H -1.14784 -1.93601 -1.10668 0.68 0.28 -0.06 0.032
H -2.16525 -0.05169 -4.19659 1.52 -1.45 3.23 0.193
H -1.26261 0.01950 -2.52327 -0.29 -0.03 -0.81 0.025
C -4.78651 0.96172 1.57564 -7.73 3.31 -3.01 -0.657
O -6.03888 1.44337 1.58376 5.91 -2.28 -0.39 -0.053
N -4.15891 0.53396 2.58612 2.41 0.71 8.97 0.117
N -4.03231 0.65884 0.53329 0.10 1.29 -5.29 0.107
H -4.64518 0.80521 3.45110 -0.04 -0.49 -0.31 0.156
H -3.17581 0.82929 2.78737 -0.58 -0.88 -0.77 0.113
H -4.47991 0.86303 -0.36794 0.37 0.01 0.44 0.140
H -2.98110 0.68981 0.49922 -1.44 -0.04 0.41 0.074
C 1.93238 -1.80518 -2.43456 -0.06 0.65 0.72 -0.034
O 2.29099 -0.45418 -2.03448 -1.06 -0.45 -0.86 -0.192
H 1.11854 -2.09990 -1.80231 -0.19 -0.60 0.70 0.049
H 2.79690 -2.43066 -2.31473 0.15 -0.50 -0.10 0.096
H 1.51813 -1.83118 -3.42308 0.38 0.41 -0.78 0.089
H 2.93354 -0.47290 -1.32689 0.35 -0.44 0.72 0.032
C 0.63120 -4.23372 0.35238 -1.03 1.73 -0.29 -0.225
O -0.09735 -5.09543 1.13364 -0.40 -0.84 1.87 -0.132
H 1.62733 -4.53585 0.23066 1.25 -0.97 -0.38 0.054
H 0.78096 -3.15650 0.61597 -0.55 -0.70 0.73 0.037
H 0.06375 -4.18505 -0.54179 0.11 0.23 -1.88 0.057
H -1.05591 -4.84086 1.14710 0.93 0.21 -0.02 0.018
```
Positions in Å, forces in eV/Å.

Results
HOMO ... -8.1 eV
F_max ... 9.31 eV Å⁻¹
SMILES string ... NC(N)=O.NC(N)=O.NC(N)=O.NC(N)=O.NC(N)=O.NC(N)=O.NC(N)=O.NC(N)=O.CCO.CO.CO
Relative energy (zero: lowest compared OMol25 entry of this formula, charge and spin) ... 0.0 kJ/mol
Spin multiplicity ... 1
E_LUMO ... -0.996 eV

2.
# C12H47B2O13

A cluster of 9 separate species, C12H47B2O13 in total in a non-equilibrium geometry (ωB97M-V/def2-TZVPD, the Open Molecules 2025 dataset).

Structure (XYZ):
```
74
Properties=species:S:1:pos:R:3:forces:R:3:lowdin_charge:R:1
O 1.18984 2.63490 -1.09328 0.41 0.07 0.26 0.124
H 0.43535 2.94098 -1.71954 -0.21 0.22 -0.39 0.016
H 1.23724 3.29904 -0.37537 -0.42 -0.32 0.06 0.119
H 0.96232 1.70744 -0.74298 -0.12 0.36 -0.16 0.055
B -0.58945 3.55412 -3.08156 -0.31 0.01 -0.34 -0.410
H -1.30932 4.14131 -3.76314 -0.90 0.99 -0.83 -0.057
H -1.15323 3.38028 -2.08455 -0.70 -0.39 1.63 -0.049
H -0.37900 2.54692 -3.60707 0.54 -1.52 -0.56 -0.053
H 0.37847 4.15896 -2.89691 1.47 0.92 0.17 -0.045
B -0.19069 0.29449 -0.17066 -0.30 0.79 -0.20 -0.380
H -0.80347 1.07244 -0.75370 -0.74 1.14 -0.76 0.021
H -0.78862 -0.67386 -0.28999 -0.57 -1.46 0.01 0.012
H 0.87637 0.26474 -0.60733 1.59 -0.43 -0.69 0.011
H -0.11622 0.62157 0.92639 0.35 0.32 1.66 0.011
C 5.06045 -0.43238 -0.19859 -0.22 0.24 -0.08 -0.229
C 3.74449 -0.33410 -0.95021 0.05 -0.51 -0.54 -0.248
O 3.62411 0.85827 -1.70890 -0.01 0.17 -0.01 -0.068
O 6.17239 -0.85726 -1.00769 -0.50 0.00 0.03 -0.073
H 4.89437 -1.13770 0.61626 0.46 -0.04 0.05 0.112
H 5.35161 0.55621 0.16382 -0.46 -0.02 0.54 0.119
H 2.85193 -0.40149 -0.32776 0.31 0.34 0.44 0.088
H 3.63986 -1.23244 -1.57237 0.21 0.07 -0.22 0.127
H 4.18300 0.82478 -2.49022 -0.04 -0.17 -0.02 0.086
H 6.48809 -0.04391 -1.41040 0.22 -0.18 -0.17 0.072
C -0.35009 -1.04253 -3.76330 0.97 1.60 1.32 -0.215
C 1.09521 -0.78142 -4.17901 0.25 -0.29 -0.82 -0.224
O 1.58298 -1.91273 -4.91715 0.38 -0.07 -0.09 -0.089
O -0.39245 -1.74022 -2.51578 -0.09 -0.53 -0.70 -0.093
H -0.84410 -1.53936 -4.59495 -0.21 -0.30 0.33 0.118
H -0.80580 -0.07414 -3.52315 -0.23 0.09 -0.76 0.110
H 1.80892 -0.57496 -3.37672 -0.53 0.02 0.47 0.104
H 1.19512 0.07961 -4.84632 -0.38 -0.06 -0.09 0.116
H 1.99223 -2.51237 -4.28842 -0.14 -0.09 0.01 0.074
H -0.22049 -1.04115 -1.86553 -0.12 -0.48 0.07 0.000
C -3.85553 0.91147 -0.55015 0.67 -1.15 -0.68 -0.238
C -3.43651 1.63625 0.70107 0.07 0.41 0.51 -0.251
O -2.50946 0.97092 1.54106 -0.10 -0.20 -0.22 -0.086
O -4.63645 -0.25541 -0.28765 -0.35 0.14 0.69 -0.069
H -2.92159 0.58070 -1.02014 0.03 0.14 -0.09 0.099
H -4.34418 1.54180 -1.29734 -0.16 0.39 0.35 0.119
H -4.25985 1.87209 1.37758 -0.30 -0.07 -0.27 0.117
H -3.02765 2.59397 0.35653 0.09 0.08 -0.05 0.111
H -1.70139 0.71705 1.05206 -0.65 0.28 0.14 -0.013
H -4.88670 -0.69483 -1.10216 0.18 0.17 -0.17 0.074
C -3.28315 -4.53949 2.29201 -0.59 -0.66 0.64 -0.234
C -2.91704 -3.92462 0.96016 -0.51 0.28 0.23 -0.232
O -2.37990 -2.62670 1.14435 0.06 -0.36 0.14 -0.058
O -4.45054 -3.94343 2.88498 0.15 0.57 -0.55 -0.069
H -2.47470 -4.52482 3.02601 0.29 0.20 -0.23 0.111
H -3.55182 -5.58789 2.12460 0.36 -0.13 -0.30 0.112
H -3.83998 -3.88444 0.37210 -0.04 0.09 -0.08 0.121
H -2.22091 -4.57830 0.42794 0.16 -0.08 0.14 0.124
H -2.19051 -2.24538 0.27948 0.06 0.12 0.07 0.082
H -4.81142 -4.53897 3.54336 0.16 -0.10 0.03 0.069
C 1.65476 -2.33354 1.69366 0.56 1.25 0.33 -0.266
C 0.81375 -1.98325 2.89418 -1.86 -1.17 0.50 -0.202
O -0.18451 -3.02351 3.12173 0.74 0.12 0.08 -0.102
O 0.91847 -2.34206 0.50188 0.00 -0.29 -0.39 -0.087
H 2.16340 -3.28453 1.86029 -0.42 -0.28 -0.25 0.119
H 2.48049 -1.60364 1.64967 0.01 0.17 -0.09 0.099
H 0.21275 -1.08455 2.77904 0.45 0.53 -0.36 0.110
H 1.34813 -1.89828 3.83979 0.39 -0.05 -0.17 0.114
H -0.81105 -2.96115 2.38738 -0.11 0.18 -0.12 0.031
H 0.55356 -1.45467 0.25187 0.47 -0.91 0.67 0.001
C 1.30515 4.08206 2.38685 -0.62 -1.02 1.25 -0.211
C 0.73829 3.39501 3.64761 0.45 -0.73 0.04 -0.244
O 0.51439 1.99715 3.49569 0.11 0.57 -0.65 -0.066
O 0.33112 3.94347 1.34259 0.74 0.55 0.18 -0.073
H 2.21632 3.56515 2.08857 0.01 0.11 -0.19 0.121
H 1.51205 5.11871 2.66123 0.10 0.13 -0.38 0.115
H -0.18468 3.89842 3.95040 -0.13 0.12 -0.03 0.113
H 1.43715 3.41852 4.48542 0.12 0.57 -0.03 0.115
H 0.19068 1.85945 2.59225 -0.27 -0.21 0.14 0.051
H -0.33237 4.60722 1.56012 -0.32 -0.20 -0.45 0.106
```
Positions in Å, forces in eV/Å.

Results
HOMO ... -6.6 eV
F_max ... 2.29 eV Å⁻¹
Charge ... -1
Relative energy (zero: lowest compared OMol25 entry of this formula, charge and spin) ... 126.6 kJ/mol
Spin multiplicity ... 1
E_LUMO ... 2.286 eV

3.
# C12H47N3O10

A cluster of 10 separate species, C12H47N3O10 in total in a non-equilibrium geometry (ωB97M-V/def2-TZVPD, the Open Molecules 2025 dataset).

Structure (XYZ):
```
72
Properties=species:S:1:pos:R:3:forces:R:3:lowdin_charge:R:1
O -6.82703 -1.58501 2.96853 -0.09 0.28 0.05 -0.052
H -7.20898 -2.12521 2.27677 -0.14 -0.12 -0.18 0.031
H -5.97699 -1.98779 3.14580 0.29 -0.13 0.13 0.021
O -3.04039 -3.36223 4.00103 -0.22 0.18 -0.18 -0.052
H -2.37068 -3.07111 4.61987 0.14 0.13 0.22 0.033
H -2.69920 -4.18345 3.64689 0.05 -0.25 -0.10 0.031
O -3.39415 -3.30784 -2.55946 -0.17 0.06 -0.13 -0.053
H -3.08933 -4.21463 -2.52691 0.06 -0.24 -0.04 0.028
H -2.91380 -2.86787 -1.85809 0.13 0.22 0.20 0.023
O -4.90671 2.11858 1.99243 0.29 0.04 0.15 -0.056
H -5.20352 2.61581 1.23027 -0.03 0.14 -0.21 0.031
H -5.64442 1.54844 2.20916 -0.22 -0.26 0.11 0.026
O 2.15505 0.29517 0.53990 0.23 -0.13 -0.08 -0.053
H 2.08198 1.12857 1.00504 0.00 0.30 0.10 0.021
H 1.27321 -0.07571 0.57203 -0.30 -0.15 -0.02 0.017
O -1.79073 -0.78247 0.86645 0.26 -0.11 -0.25 -0.050
H -1.93870 0.10072 1.20454 -0.13 0.29 0.05 0.030
H -2.23451 -1.35607 1.49117 -0.14 -0.19 0.22 0.020
O -3.06202 2.37946 6.18166 0.08 -0.18 0.16 -0.054
H -2.95614 3.31621 6.34753 0.02 0.22 0.08 0.028
H -3.30342 2.32525 5.25699 -0.12 -0.05 -0.29 0.023
C -2.03214 3.83695 -3.87594 -0.81 -0.74 0.34 -0.076
C -2.57693 3.03347 -5.05589 -0.36 -1.23 0.18 -0.411
C -1.53157 2.19654 -5.84203 -0.95 2.21 1.24 -0.240
O -2.18250 1.64680 -6.96206 1.78 0.07 -0.34 -0.164
C -1.19236 0.96687 -7.73856 -0.67 -0.61 -0.61 -0.113
N -3.64034 2.11419 -4.56004 -0.58 0.68 -0.05 0.028
H -1.29338 4.59392 -4.13927 0.30 -0.42 0.14 0.077
H -1.78220 3.11372 -3.09969 1.01 0.16 0.06 0.073
H -2.86177 4.34406 -3.38333 -0.21 0.25 -0.38 0.070
H -3.02100 3.78261 -5.71141 -0.27 -0.40 -0.39 0.133
H -1.09646 1.49515 -5.13011 -0.04 -0.68 -0.19 0.125
H -0.73878 2.90418 -6.08459 0.35 -0.09 -0.66 0.119
H -1.64588 0.66023 -8.68111 -0.45 -0.56 0.35 0.085
H -0.80954 0.13633 -7.14548 0.00 -0.31 -0.25 0.088
H -0.33062 1.49929 -8.14110 0.10 1.00 0.77 0.082
H -4.17625 1.66605 -5.28947 0.08 0.42 -0.47 0.060
H -3.33228 1.31872 -4.01928 0.73 0.24 0.29 0.064
C 3.38639 4.74685 2.47245 0.65 -0.50 -1.24 -0.063
C 2.12203 5.53424 2.33293 -0.32 1.91 1.39 -0.455
C 2.04064 6.68702 1.31690 -0.34 -1.93 -1.46 -0.258
O 2.96828 7.66554 1.42674 1.14 1.90 1.99 -0.194
C 2.72868 8.82585 0.61223 1.72 -1.45 0.44 -0.062
N 1.03147 4.56964 2.19071 -0.18 -0.19 0.10 0.029
H 3.18318 3.80707 2.98590 -0.03 0.12 0.23 0.073
H 4.24601 5.22971 2.93722 -0.26 0.26 -0.07 0.083
H 3.64290 4.45394 1.45436 0.48 -0.19 -0.10 0.081
H 1.96224 6.00232 3.30426 0.12 0.60 0.27 0.127
H 1.04871 7.13879 1.30777 -0.49 -0.30 0.15 0.118
H 2.26372 6.27277 0.33368 -0.81 -0.75 -0.60 0.130
H 1.67764 8.93125 0.34335 0.11 0.30 0.08 0.088
H 3.39254 8.62453 -0.22852 -0.53 0.48 -0.78 0.087
H 3.21220 9.63549 1.15885 -0.68 0.33 -0.06 0.089
H 0.96318 4.32391 3.16797 -0.42 -1.02 0.07 0.069
H 0.14114 5.02540 2.05038 -0.15 0.38 -0.43 0.065
C 2.58619 -9.70679 1.78836 0.02 -0.16 -0.59 -0.073
C 3.85274 -8.87313 1.48844 -1.67 -0.23 -0.17 -0.414
C 3.63113 -7.29468 1.36119 -0.34 -1.80 -0.25 -0.192
O 2.65726 -6.92814 0.39629 -0.06 -0.02 -0.37 -0.203
C 2.68509 -5.51414 0.16039 -0.55 -0.79 -0.01 -0.099
N 4.80997 -9.28061 2.52096 0.23 1.26 -0.79 0.027
H 1.73791 -9.51759 1.13054 0.00 0.41 0.12 0.070
H 2.28232 -9.67583 2.83469 -0.07 0.51 0.06 0.070
H 2.81566 -10.76132 1.63531 0.29 -0.02 -0.09 0.070
H 4.27481 -9.23721 0.55174 -0.12 0.16 -0.21 0.130
H 4.57618 -6.88188 1.00823 0.33 0.29 0.63 0.112
H 3.28057 -6.96289 2.33849 0.44 0.45 0.30 0.121
H 2.02165 -5.24254 -0.66069 0.03 -0.51 -0.20 0.083
H 3.69540 -5.21532 -0.11905 0.05 0.36 0.35 0.085
H 2.24531 -5.01109 1.02158 0.58 0.35 0.29 0.085
H 4.51983 -8.85222 3.38837 -0.11 -0.03 0.45 0.065
H 5.61168 -8.73659 2.23564 0.93 -0.19 0.48 0.062
```
Positions in Å, forces in eV/Å.

Results
HOMO ... -8.9 eV
F_max ... 2.98 eV Å⁻¹
SMILES string ... COC[C@H](C)N.COC[C@H](C)N.COC[C@H](C)N.O.O.O.O.O.O.O
Relative energy (zero: lowest compared OMol25 entry of this formula, charge and spin) ... 324.4 kJ/mol
Spin multiplicity ... 1
E_LUMO ... -0.035 eV

- Which of these has the lowest relative energy (zero: lowest compared OMol25 entry of this formula, charge and spin)?
  C12H46N16O11

- HOMO of number 2 (C12H47B2O13)?
  -6.6 eV

- Which of these has the lowest E_LUMO?
  C12H46N16O11

- Look up the E_LUMO of the first one.
  -0.996 eV